13
Properties=species:S:1:pos:R:3:forces:R:3:nbo_charge:R:1 method="wB97M-V/def2-TZVPD" relative_energy_ev=3.8833 multiplicity=1 smiles=N#C[C@H]1CC[C@H]1F
C 0.050 -0.168 1.125 2.3 -0.4 -0.9 0.25
C -1.103 -0.805 0.267 -0.7 -2.3 2.9 -0.47
C -0.375 -0.480 -0.949 -0.7 3.4 -5.7 -0.40
C 0.518 0.572 -0.230 -3.5 2.0 1.9 -0.37
C 1.808 1.261 -0.472 6.8 7.3 -0.3 0.29
H -0.258 0.354 2.019 0.2 0.5 0.0 0.18
H -2.153 -0.245 0.595 2.7 -1.8 -1.4 0.24
H -1.078 -1.954 0.235 -0.9 1.6 1.2 0.26
H -1.086 0.007 -1.744 1.2 -0.2 1.3 0.21
H 0.067 -1.160 -1.680 0.4 -0.9 1.2 0.24
H -0.332 1.410 -0.123 2.3 -0.8 -0.6 0.25
N 2.740 2.154 -0.551 -8.1 -8.2 0.6 -0.30
F 1.202 -0.945 1.509 -1.8 -0.1 -0.2 -0.38

***

14
Properties=species:S:1:pos:R:3:forces:R:3:nbo_charge:R:1 method="wB97M-V/def2-TZVPD" multiplicity=1 charge=+1 smiles=N[n+]1ccccc1F
C 1.241 1.420 -0.037 0.0 -0.6 0.0 -0.10
C 1.675 0.119 -0.030 -0.1 0.5 0.0 -0.23
C -0.137 1.720 -0.021 -0.3 0.1 0.0 -0.31
C 0.779 -0.955 -0.017 0.0 -0.3 0.0 0.07
C -1.044 0.732 -0.001 1.4 -4.6 0.0 0.61
N -0.524 -0.782 -0.005 -0.9 5.5 0.2 -0.09
N -1.451 -1.736 -0.082 -0.8 -1.0 -0.4 -0.59
F -2.344 0.775 0.036 0.3 0.1 0.0 -0.25
H 1.949 2.234 -0.048 0.0 0.0 0.0 0.26
H 2.730 -0.106 -0.033 0.0 0.0 0.0 0.26
H -0.487 2.743 -0.023 -0.1 0.0 0.0 0.28
H 1.143 -1.976 -0.022 -0.1 0.0 0.0 0.24
H -1.142 -2.688 0.062 0.1 0.2 0.1 0.41
H -2.388 -1.498 0.220 0.3 0.1 0.1 0.42

***

16
Properties=species:S:1:pos:R:3:forces:R:3:nbo_charge:R:1 method="wB97M-V/def2-TZVPD" relative_energy_ev=0.6136 multiplicity=1 charge=+1 smiles="[NH2+]=C1NC=CC(=O)[C@@]1(O)F"
C 0.272 -1.394 -1.297 0.8 0.3 0.3 -0.31
C -0.234 -1.908 -0.181 0.8 2.5 -2.0 0.06
C 0.790 -0.031 -1.458 -2.0 -0.1 2.0 0.51
C -0.381 0.183 0.897 2.9 3.1 -1.6 0.54
C 0.257 0.919 -0.298 -2.1 -1.3 -2.6 0.46
N -0.535 -1.083 0.886 -1.2 -2.5 2.5 -0.52
N -0.540 1.061 1.830 -3.9 2.1 2.4 -0.69
O 1.457 0.350 -2.358 0.7 0.7 -0.3 -0.43
O 1.004 1.952 -0.019 -0.3 0.1 2.1 -0.64
F -1.026 1.432 -0.817 0.9 -0.6 0.0 -0.37
H 0.581 -1.986 -2.094 0.1 -1.4 -1.2 0.26
H -0.484 -2.897 -0.104 -0.6 -2.3 0.5 0.25
H -0.843 -1.598 1.731 0.0 0.8 -0.6 0.45
H -0.585 2.113 1.491 0.4 -2.8 1.0 0.48
H -1.327 0.825 2.526 1.9 0.7 -0.9 0.43
H 1.594 2.062 -0.735 1.5 0.6 -1.6 0.53

***

16
Properties=species:S:1:pos:R:3:forces:R:3:nbo_charge:R:1 method="wB97M-V/def2-TZVPD" relative_energy_ev=3.7914 multiplicity=1
C -1.283 -0.992 1.405 2.8 -2.5 3.0 0.15
C -1.511 0.448 -0.045 -0.1 -0.6 1.9 0.20
C 1.305 -1.502 -1.234 -1.3 2.6 2.3 -0.16
C 1.591 -0.031 -1.444 -1.4 -1.4 0.6 0.08
C 0.246 1.925 0.735 0.1 0.7 -0.5 0.39
N -1.983 -0.731 0.334 -0.3 1.2 -1.1 -0.48
N -0.349 -0.098 1.814 -1.6 -0.4 -0.9 -0.31
N -0.567 0.896 0.899 -1.8 -1.8 -1.7 -0.25
O 0.261 -0.407 -1.514 2.2 -1.0 -0.4 -0.49
F -0.176 2.921 -0.008 -0.7 0.6 -0.8 -0.31
H -1.219 -2.036 1.878 -0.6 1.9 -0.5 0.20
H -1.807 0.851 -0.974 0.1 1.1 -0.4 0.23
H 1.405 -2.169 -2.026 0.3 -0.8 -1.4 0.19
H 1.124 -2.023 -0.236 0.4 1.2 -1.2 0.20
H 1.825 0.836 -0.793 0.2 -0.7 -0.3 0.17
H 1.138 2.112 1.209 1.6 -0.1 1.4 0.17

***

17
Properties=species:S:1:pos:R:3:forces:R:3:nbo_charge:R:1 method="wB97M-V/def2-TZVPD" relative_energy_ev=1.9340 multiplicity=1
C -1.158 1.219 0.973 -1.7 2.4 0.6 -0.30
C 0.372 -0.424 1.568 0.2 -0.8 -2.7 0.09
C -0.399 1.786 -0.013 -1.9 -1.4 1.1 0.58
C 0.169 -1.373 -0.676 -3.4 -0.3 -1.2 0.58
C 0.979 -0.181 -0.503 2.5 -1.7 3.3 0.35
N -0.586 0.301 1.767 0.7 -0.8 1.7 -0.41
N 0.649 1.134 -0.560 1.6 4.3 -1.9 -0.61
N -1.208 -1.139 -0.875 1.2 2.4 1.5 -0.87
O 0.602 -2.512 -0.757 1.2 0.3 -0.2 -0.64
O 2.337 -0.440 -0.748 -1.8 0.5 0.0 -0.67
F -0.707 2.962 -0.555 0.5 0.0 -0.2 -0.30
H -2.061 1.587 1.549 0.9 0.3 -1.9 0.24
H 0.718 -1.147 2.265 1.1 -0.4 0.5 0.20
H 1.352 1.883 -0.950 -1.3 -2.6 0.6 0.44
H -1.594 -0.380 -0.218 0.1 -1.8 -1.8 0.41
H -1.732 -1.910 -1.227 -0.4 -0.4 0.5 0.41
H 2.266 -1.367 -1.041 0.6 -0.2 0.0 0.51

***

18
Properties=species:S:1:pos:R:3:forces:R:3:nbo_charge:R:1 method="wB97M-V/def2-TZVPD" relative_energy_ev=3.1397 multiplicity=1 charge=+3
O 1.291 -0.965 -0.871 -0.3 -0.9 -1.2 -0.81
C 1.536 -0.507 0.280 -3.7 0.9 -1.0 0.81
O 2.108 0.645 0.221 0.5 0.9 1.6 -0.86
Ga 0.990 1.187 -1.338 2.4 0.7 -1.1 1.56
Li 2.915 1.402 1.773 0.5 0.3 0.4 0.99
O -0.880 1.115 -1.312 0.4 -2.4 0.8 -0.67
Li 0.010 -1.861 -1.969 0.4 -0.9 -0.2 0.98
C -1.360 -0.020 -0.995 -4.8 4.5 -0.6 0.74
O -2.669 0.045 -0.851 3.7 -1.0 -0.2 -0.32
C -3.384 -1.116 -0.442 -1.4 -2.0 0.7 -0.30
H -4.247 -0.774 0.139 0.3 0.0 -0.2 0.28
H -3.736 -1.678 -1.316 0.1 0.4 0.1 0.25
H -2.745 -1.761 0.172 -0.2 0.3 0.0 0.21
C 0.684 -0.937 1.413 2.8 -0.1 2.6 -0.41
C 0.081 -0.162 2.381 -1.3 -1.4 -1.6 -0.22
H 1.026 -1.911 1.772 -0.2 -0.1 -0.1 0.29
H -0.126 -0.621 3.350 0.0 0.0 -0.3 0.27
H -0.645 0.607 2.099 1.0 0.9 0.3 0.22

***

17
Properties=species:S:1:pos:R:3:forces:R:3:lowdin_spin:R:1 method="wB97M-V/def2-TZVPD" relative_energy_ev=0.7782 multiplicity=2
O -2.963 -1.483 0.644 -1.2 -0.2 0.1 0.20
C -1.707 -1.453 0.669 0.9 -0.3 1.0 0.02
O -1.035 -1.715 1.696 0.0 -0.2 0.1 0.10
O -1.103 -1.150 -0.491 -0.7 0.1 -0.1 0.02
C 0.323 -1.066 -0.532 0.8 0.5 -0.7 0.00
Hg -3.266 -2.355 2.937 0.8 0.6 -1.3 0.66
H 0.576 -1.264 -1.583 -0.2 -0.1 0.1 0.00
H 0.765 -1.859 0.085 -0.1 0.4 0.0 0.00
C 1.689 0.410 0.843 -0.2 0.6 -0.6 0.00
C 0.814 0.337 -0.174 0.5 -1.5 2.1 0.00
H 2.247 -0.458 1.203 -0.6 0.1 0.2 0.00
H 1.933 1.384 1.278 0.3 -0.3 -0.4 0.00
Li 0.759 3.573 -2.401 0.5 -0.5 0.7 0.00
O 1.309 2.442 -1.158 -0.5 1.2 -0.8 0.00
C 0.283 1.556 -0.891 0.4 -0.9 -0.5 0.00
H -0.520 2.017 -0.275 -0.1 -0.3 -0.4 0.00
H -0.103 1.084 -1.848 -0.5 0.6 0.6 0.00

***

15
Properties=species:S:1:pos:R:3:forces:R:3:nbo_charge:R:1 method="wB97M-V/def2-TZVPD" relative_energy_ev=2.6230 multiplicity=1
C 0.205 0.921 2.677 1.1 -1.2 -1.5 1.03
C -2.644 0.131 0.347 -1.7 0.1 2.6 -0.29
C 0.724 -0.955 -0.645 1.7 1.4 0.9 -0.54
C 1.822 -0.140 -1.448 1.1 -1.6 -1.5 -0.44
C -0.299 0.010 -0.208 1.8 0.3 -0.9 0.18
N -1.440 -0.090 0.094 0.2 0.1 0.5 -0.28
O 1.155 0.415 2.246 0.6 0.1 0.6 -0.53
O -0.801 1.353 2.991 -1.6 1.1 1.1 -0.50
I 1.009 0.737 -3.387 0.4 -0.6 1.3 0.00
H -3.196 0.390 -0.508 -1.3 0.3 -0.6 0.20
H -2.985 0.242 1.430 0.4 -0.4 -1.8 0.21
H 0.313 -1.810 -1.201 0.4 0.0 0.4 0.23
H 1.214 -1.159 0.391 -0.6 -0.5 -1.9 0.27
H 2.182 0.764 -0.930 -0.3 -0.7 -0.1 0.23
H 2.742 -0.809 -1.847 -2.3 1.6 1.1 0.23

***

16
Properties=species:S:1:pos:R:3:forces:R:3:nbo_charge:R:1 method="wB97M-V/def2-TZVPD" relative_energy_ev=2.1590 multiplicity=1
C 0.629 0.602 -0.069 1.3 -0.5 -0.8 -0.17
C -0.091 -0.070 0.783 1.4 2.1 -2.8 0.10
C 2.102 0.779 0.250 -1.7 0.3 1.4 0.66
C 0.329 1.269 -1.389 -2.6 2.0 0.0 -0.65
C -0.790 -0.742 1.585 -0.4 -3.4 1.3 -0.45
N 2.935 -0.186 -0.224 1.7 0.4 0.2 -0.79
O 2.463 1.707 0.925 0.4 0.2 -0.2 -0.56
O 2.655 -2.687 -0.143 -0.9 -2.5 1.1 -0.91
S 2.509 -1.431 -1.169 0.1 -0.3 -0.4 0.82
I 4.954 0.323 0.435 -0.7 -0.6 -0.6 0.28
H -0.400 2.152 -1.082 1.5 -1.5 -1.1 0.24
H -0.138 0.718 -2.212 -0.5 -0.6 0.8 0.23
H 1.158 1.670 -1.975 0.5 0.3 1.0 0.23
H -1.210 -0.312 2.446 -0.8 0.5 1.0 0.23
H 1.904 -3.345 0.116 1.3 2.4 -1.0 0.51
H -0.743 -1.864 1.527 -0.4 1.2 0.0 0.22

***

16
Properties=species:S:1:pos:R:3:forces:R:3:nbo_charge:R:1 method="wB97M-V/def2-TZVPD" relative_energy_ev=1.1796 multiplicity=1
C 0.358 -1.271 0.002 0.3 0.1 0.6 0.65
C 1.742 0.346 0.095 3.9 0.8 0.1 0.86
C -0.430 0.052 0.085 -1.1 -0.5 -0.6 0.13
C -1.182 0.141 -1.229 -1.9 1.2 -0.5 -0.63
C -1.365 0.289 1.284 0.5 -0.7 -0.1 -0.63
N 1.692 -0.924 0.190 1.2 -0.5 -0.3 -0.62
O -0.064 -2.362 -0.269 -0.1 0.5 0.4 -0.53
O 0.668 1.043 0.015 -1.0 1.1 0.5 -0.46
O 2.999 1.128 0.044 -5.8 -0.8 0.3 -0.71
I 4.573 0.088 -0.055 2.1 -1.2 -0.1 0.51
H -1.264 -0.854 -1.709 -0.3 0.6 0.4 0.25
H -0.547 0.775 -1.881 -0.8 -0.2 0.1 0.24
H -2.270 0.628 -1.062 2.5 -1.1 -0.7 0.21
H -1.978 1.169 0.993 0.9 0.2 1.1 0.23
H -0.755 0.234 2.268 -1.5 0.5 -1.5 0.24
H -2.177 -0.482 1.229 1.1 0.1 0.3 0.24

***

18
Properties=species:S:1:pos:R:3:forces:R:3:nbo_charge:R:1 method="wB97M-V/def2-TZVPD" relative_energy_ev=0.0122 multiplicity=1 charge=+2
O 0.490 -0.735 1.000 -1.0 -0.1 -0.1 -0.92
C 1.393 0.097 1.283 0.8 -0.3 0.6 0.81
O 2.053 0.671 0.373 0.3 0.2 -0.5 -0.89
Li 1.299 0.101 -1.374 -0.2 0.1 -0.3 0.95
Li 3.820 1.192 0.715 0.0 0.1 0.1 0.98
O -0.397 -0.031 -2.100 0.1 -0.4 1.0 -0.77
Mg -1.328 -1.003 0.462 0.3 0.1 -0.4 1.63
C -1.484 -0.350 -1.595 -0.4 0.4 -1.1 0.27
O -2.523 -0.231 -2.412 0.7 0.0 0.7 -0.48
C -3.832 -0.338 -1.857 -0.5 -0.2 0.2 -0.28
H -4.526 0.013 -2.626 0.2 -0.1 0.2 0.25
H -4.062 -1.383 -1.609 0.0 0.2 -0.1 0.19
H -3.928 0.297 -0.966 0.0 -0.1 -0.2 0.18
C 1.775 0.286 2.703 -0.5 0.2 0.2 -0.37
C 2.171 1.470 3.176 0.2 -0.1 -0.1 -0.28
H 1.558 -0.555 3.363 0.2 0.2 -0.2 0.26
H 2.432 1.595 4.227 -0.2 0.0 -0.2 0.26
H 2.229 2.359 2.540 0.0 -0.2 0.2 0.21

***

16
Properties=species:S:1:pos:R:3:forces:R:3:nbo_charge:R:1 method="wB97M-V/def2-TZVPD" relative_energy_ev=2.1971 multiplicity=1 charge=+2
O -0.077 0.581 0.230 2.3 2.3 -1.0 -0.50
C 1.353 0.146 0.080 -1.4 0.6 -0.7 1.04
C -0.994 -0.274 0.136 -1.8 -6.3 5.7 0.28
O 2.075 1.118 -0.003 0.7 0.1 -0.1 -0.78
O 1.503 -1.061 0.059 0.6 -0.9 -0.3 -0.82
C -2.103 -0.367 1.062 -1.5 6.2 -0.9 -0.45
Li 3.631 1.837 -0.658 -0.2 0.2 0.3 0.99
H -0.890 -1.428 0.707 1.7 1.7 -4.3 0.31
H -1.948 -1.001 1.943 -1.5 -1.5 -1.0 0.30
H -2.390 0.576 1.539 0.0 0.3 -0.2 0.23
Li 2.256 -2.499 -0.803 -0.1 0.0 0.3 0.99
C -2.750 -0.148 -0.571 -0.1 -3.7 1.8 -0.24
C -2.983 0.989 -1.237 1.4 0.9 0.4 -0.11
H -3.391 0.961 -2.248 -0.3 -0.1 0.4 0.26
H -3.160 -1.098 -0.915 0.4 0.3 -0.3 0.26
H -2.597 1.950 -0.891 -0.2 -0.1 0.0 0.24

***

17
Properties=species:S:1:pos:R:3:forces:R:3:nbo_charge:R:1 method="wB97M-V/def2-TZVPD" multiplicity=1
O -0.232 -0.669 3.386 0.1 0.4 0.4 -0.84
C 0.397 -0.641 2.297 0.2 -0.7 0.3 0.96
O 1.643 -0.490 2.232 0.5 0.3 0.1 -0.86
O -0.329 -0.885 1.198 -0.3 0.5 -0.9 -0.52
C 0.327 -1.176 -0.037 4.5 -1.6 1.6 -0.07
Li 1.527 -0.369 4.188 -0.5 -0.1 -0.8 0.96
H -0.290 -1.950 -0.515 -0.1 1.2 -0.6 0.21
H 1.235 -1.753 0.184 0.0 -0.2 0.6 0.18
C 1.036 0.124 -1.013 -2.6 -4.2 2.7 -0.43
C -0.361 0.273 -1.264 -8.1 5.8 -6.9 -0.40
H 1.619 -0.427 -1.763 0.0 0.6 0.2 0.22
H 1.446 0.981 -0.462 0.1 -0.7 -0.1 0.24
Li -3.262 1.296 -1.500 0.5 0.2 -0.3 0.94
O -1.860 1.929 -2.441 -1.4 -1.8 1.4 -0.93
C -0.991 1.483 -1.540 3.7 2.6 1.4 0.08
H -0.513 2.330 -0.997 0.0 0.3 -0.1 0.09
H -1.393 -0.057 -1.955 3.5 -2.6 0.9 0.18

***

18
Properties=species:S:1:pos:R:3:forces:R:3:lowdin_charge:R:1 method="wB97M-V/def2-TZVPD" relative_energy_ev=0.2215 multiplicity=1 charge=+2
O 1.185 0.018 0.772 2.0 3.4 -0.1 -0.28
C 1.249 1.271 0.745 0.9 1.5 0.1 -0.60
O 0.842 1.953 -0.239 -0.3 0.1 -0.4 -0.15
Li -0.036 0.994 -1.684 -0.4 -0.1 -0.3 0.76
Li 1.682 3.640 -0.412 0.0 0.1 0.2 0.87
O -1.123 -0.487 -1.743 0.8 0.3 0.1 -0.12
Pb 0.108 -1.616 0.667 -1.1 -6.0 2.6 1.56
C -1.276 -1.476 -1.011 -2.7 0.6 -2.7 -0.63
O -2.258 -2.287 -1.384 0.8 0.8 0.2 -0.05
C -2.748 -3.231 -0.434 -0.1 -0.8 0.5 -0.05
H -3.715 -3.575 -0.811 0.3 0.1 0.1 0.12
H -2.063 -4.086 -0.353 -0.2 0.1 0.0 0.11
H -2.888 -2.757 0.546 -0.1 -0.1 -0.2 0.09
C 1.943 1.968 1.861 -0.1 -0.1 0.2 -0.06
C 1.477 3.107 2.380 0.0 0.1 -0.2 0.09
H 2.790 1.439 2.301 -0.2 0.1 -0.1 0.14
H 1.981 3.590 3.216 -0.2 -0.1 -0.2 0.10
H 0.556 3.575 2.017 0.2 -0.1 0.1 0.09

***

17
Properties=species:S:1:pos:R:3:forces:R:3:lowdin_spin:R:1 method="wB97M-V/def2-TZVPD" relative_energy_ev=4.0443 multiplicity=2
O 2.408 -1.875 -2.079 0.2 -0.4 0.2 0.00
C 2.116 -1.294 -1.000 0.8 0.7 -0.8 0.00
O 2.978 -1.024 -0.126 0.2 -0.4 0.6 0.00
O 0.870 -0.818 -0.912 -1.5 -1.4 0.7 0.01
C 0.346 -0.272 0.310 2.3 4.1 -0.4 0.03
Li 4.183 -2.059 -1.285 -0.9 0.4 0.1 0.00
H 1.189 0.342 0.685 -0.3 1.2 -0.8 0.00
H 0.288 -0.694 1.324 -0.7 -2.1 -1.0 0.01
C -1.850 -0.522 0.521 -3.4 1.8 -2.9 -0.06
C -1.060 0.503 -0.133 4.9 -6.6 6.8 0.28
H -1.645 -1.482 1.007 1.2 0.6 -0.4 0.00
H -2.776 -0.718 -0.045 -0.8 0.6 0.9 0.01
Mg -2.537 1.298 2.089 0.2 -0.3 -0.3 0.54
O -1.600 2.566 1.040 0.1 -0.5 -0.6 0.12
C -1.042 1.965 -0.083 -2.7 -0.4 -1.8 0.05
H -1.841 1.739 -1.012 1.2 2.9 0.5 0.02
H -0.028 2.346 -0.300 -0.8 -0.1 -0.6 0.00

***

no.,electronic energy (a.u.)
1,-348.58952
2,-403.18857
3,-553.69387
4,-533.25975
5,-608.62405
6,-2433.72472
7,-655.96572
8,-696.96474
9,-1095.10445
10,-772.23569
11,-709.80365
12,-434.20307
13,-510.03097
14,-702.46960
15,-702.56905